Formula: C7H18AgO6
Source: the Open Molecules 2025 dataset
Level of theory: ωB97M-V with the def2-TZVPD basis set

Structure (XYZ):
```
32
Properties=species:S:1:pos:R:3:forces:R:3:lowdin_charge:R:1
Ag -0.993952 0.458025 0.144662 -0.3 0.0 0.2 0.1193
C -5.435674 0.217481 1.746055 3.2 -1.9 -0.7 -1.2021
O -6.500804 0.042019 2.193542 -8.9 -0.2 2.9 0.1111
O -4.609511 0.601800 2.561199 4.3 2.8 2.4 0.0745
O -5.106601 -0.284262 0.697407 1.6 -0.7 -4.8 0.0428
C 0.419899 -4.083431 2.103806 -0.7 -0.1 -1.0 -0.0967
C 1.734698 -3.756544 1.409016 -1.2 -1.0 1.5 -0.3757
O 1.735082 -2.454684 0.958440 0.3 1.0 -0.6 -0.0966
H 0.070424 -3.328522 2.808123 0.6 -0.2 0.5 0.0791
H 0.546291 -5.095550 2.488170 -0.3 0.1 0.6 0.0698
H -0.426800 -4.123755 1.418549 0.1 -0.1 -0.4 0.0704
H 1.867014 -4.486203 0.610153 0.4 -0.1 -0.1 0.1079
H 2.442358 -3.903959 2.224869 0.8 -0.1 -0.3 0.1020
H 2.611554 -2.303271 0.597276 0.0 0.4 -0.1 0.0821
C 0.252498 -2.183401 -4.487084 1.4 0.5 -0.4 -0.0717
C 0.020859 -0.682646 -4.615035 -0.7 -0.6 -0.7 -0.3645
O -1.171991 -0.429479 -3.996737 -2.5 1.0 2.2 -0.1191
H 0.396248 -2.544579 -5.505414 0.0 -0.6 0.2 0.0639
H -0.539829 -2.709797 -3.954896 -0.1 0.3 -0.3 0.0808
H 1.177866 -2.324787 -3.928686 0.1 -0.4 0.0 0.0628
H -0.340812 -0.393059 -5.601662 2.0 -0.2 -1.1 0.1070
H 0.772486 -0.034876 -4.163863 0.6 -0.2 -0.5 0.1080
H -1.400614 0.446881 -4.315040 -0.6 0.1 0.6 0.0840
C 1.341708 4.396639 2.961451 -0.1 0.7 2.0 -0.0977
C 1.395655 5.203479 1.726581 1.4 0.0 -0.3 -0.3882
O 1.023287 4.425821 0.646722 -0.5 -0.4 -1.3 -0.0830
H 1.864499 5.035875 3.672909 -0.3 0.1 0.6 0.0688
H 1.920906 3.477723 3.052178 -0.2 -0.1 -0.9 0.0821
H 0.324707 4.252572 3.326204 0.1 -0.2 -0.1 0.0824
H 2.435660 5.498156 1.586446 0.4 0.2 0.0 0.1027
H 0.864529 6.154545 1.765217 -0.6 0.0 0.4 0.1123
H 1.308358 4.911788 -0.130557 -0.2 -0.3 -0.3 0.0816
```
Positions in Å, forces in eV/Å.

Summary:
energy relative to the best compared isomer or geometry (same formula, charge and spin): 127.8 kcal per mole
gap between HOMO and LUMO: 2.9088 eV
net charge: -1
HOMO energy: -1.86 eV
lowest unoccupied orbital energy: 1.0448 eV


Formula: C7H18AlBaClO
Source: the Open Molecules 2025 dataset
Level of theory: ωB97M-V with the def2-TZVPD basis set

Structure (XYZ):
```
29
Properties=species:S:1:pos:R:3:forces:R:3:lowdin_charge:R:1
Al -0.077751 0.756046 0.561344 -2.6 -0.6 1.4 -0.2252
Cl 1.683665 1.298577 -0.678543 0.2 -0.1 -0.7 0.1492
C -0.118874 2.422629 1.703805 0.8 0.3 0.3 -0.2400
H -0.191937 2.218826 2.792225 0.0 -0.1 -0.4 -0.0176
H -0.945286 3.067971 1.446156 -0.6 0.3 -0.1 -0.0417
H 0.785549 3.052169 1.549955 -0.2 -0.3 0.1 -0.0356
Ba -1.902426 0.046730 -2.871968 0.2 0.0 1.1 1.5017
C -0.962258 -2.459232 -3.318276 0.2 -0.3 0.2 -0.4993
C -2.673099 2.348336 -4.065628 -0.5 0.1 0.0 -0.5094
C -2.001391 0.246804 -0.155550 1.4 0.2 -0.1 -0.5203
H -3.574986 2.648298 -3.478357 0.5 0.0 -0.4 -0.1123
H -1.941099 3.150230 -4.156847 -0.2 0.3 -0.2 -0.1324
H -2.956697 1.905380 -5.035138 -0.1 0.4 -0.1 -0.1408
H -1.532697 -3.099813 -2.610042 0.3 0.1 -0.4 -0.1128
H -1.331369 -2.561774 -4.345178 0.1 -0.4 -0.2 -0.1490
H 0.128755 -2.613173 -3.235824 -0.4 -0.2 -0.2 -0.1188
H -2.822393 0.937065 0.060150 0.1 0.5 0.2 -0.1496
H -2.367267 -0.741842 0.162164 0.3 -0.1 0.1 -0.1377
C 2.415096 -0.094170 3.006803 0.3 -0.6 0.3 -0.0735
C 1.835424 -0.886244 1.856560 -1.2 0.2 -1.1 -0.5900
C 1.963748 -2.384708 2.028651 0.6 -0.2 1.2 -0.0841
O 0.458288 -0.592103 1.669745 1.0 0.3 -0.5 -0.2348
H 1.898547 -0.362201 3.934655 -0.1 0.2 0.0 0.0758
H 2.364276 0.970552 2.833271 -0.2 0.3 -0.1 0.0617
H 3.465693 -0.360294 3.135393 0.3 0.0 0.1 0.0601
H 2.382805 -0.616302 0.930075 0.1 -0.1 0.4 0.0704
H 1.396643 -2.711789 2.923961 0.2 0.1 -0.4 0.0767
H 1.598776 -2.923951 1.170413 -0.2 -0.1 -0.4 0.0657
H 3.022267 -2.662018 2.186027 -0.2 0.0 0.0 0.0636
```
Positions in Å, forces in eV/Å.

Summary:
gap between HOMO and LUMO: 3.7295 eV
net charge: -2
HOMO energy: 0.55 eV
lowest unoccupied orbital energy: 4.2786 eV


Formula: C7H18AlF4OP
Source: the Open Molecules 2025 dataset
Level of theory: ωB97M-V with the def2-TZVPD basis set

Structure (XYZ):
```
32
Properties=species:S:1:pos:R:3:forces:R:3:lowdin_charge:R:1
C -1.740361 0.124523 -0.196103 0.1 -0.1 -0.7 -0.0747
O -0.904503 -1.030639 -0.350740 0.2 0.2 -0.2 -0.2712
C -1.029448 -2.072874 0.587899 0.2 -0.2 0.2 -0.2298
C -0.666409 -1.696525 2.027320 0.3 0.2 -0.1 -0.1641
C 0.429148 -0.632780 2.058592 0.4 -0.6 0.3 -0.1980
C 1.793230 -1.163396 1.590215 0.0 0.7 -0.1 -0.1822
C 2.656924 -0.008178 1.003631 -0.4 -0.9 -0.3 -0.2242
C 2.999420 -0.241057 -0.489032 -0.3 0.4 0.3 -0.3561
P 1.684087 0.382906 -1.572868 0.3 -0.2 -0.3 1.1145
H -2.178107 0.352208 -1.161632 -0.2 0.0 -0.1 0.0840
H -1.116583 0.977740 0.057272 -0.1 0.2 0.4 0.0681
H -2.544561 -0.012432 0.515993 0.0 0.0 0.2 0.1062
H -0.305485 -2.812237 0.253046 0.0 -0.2 -0.1 0.1111
H -2.003629 -2.559356 0.543326 -0.2 0.1 -0.1 0.1271
H -1.508266 -1.386014 2.638267 -0.3 0.2 -0.2 0.1112
H -0.299624 -2.612261 2.490436 0.1 -0.1 0.2 0.1158
H 0.532237 -0.240934 3.067248 0.0 0.2 0.1 0.1213
H 0.170125 0.195306 1.413776 -0.3 0.2 0.0 0.0707
H 1.627419 -1.929133 0.837120 0.1 -0.1 -0.2 0.0946
H 2.330002 -1.635782 2.406571 0.0 -0.1 0.1 0.1143
H 2.070346 0.900552 1.085328 0.2 0.4 0.2 0.0886
H 3.575410 0.118871 1.561794 0.2 0.1 0.0 0.1110
H 3.105227 -1.298153 -0.707943 0.1 -0.2 -0.1 0.0905
H 3.922101 0.253903 -0.779927 0.0 0.2 -0.1 0.0888
H 0.741617 -0.589622 -1.885585 -0.2 0.0 0.1 0.0146
H 2.242026 0.775011 -2.786095 0.0 0.1 -0.1 0.0025
H 1.056527 1.509810 -1.049718 -0.1 0.0 0.0 0.0288
F -3.563434 2.326040 -1.251725 0.1 -0.1 0.0 -0.1939
Al -3.345953 3.285134 -2.643039 -0.1 0.0 0.0 -0.1802
F -4.344575 4.633042 -2.592102 0.0 0.0 0.0 -0.1826
F -3.672692 2.339188 -3.999236 0.1 -0.1 0.0 -0.1935
F -1.712213 3.747141 -2.672088 0.2 -0.1 0.1 -0.2131
```
Positions in Å, forces in eV/Å.

Summary:
gap between HOMO and LUMO: 9.5548 eV
HOMO energy: -10.46 eV
lowest unoccupied orbital energy: -0.9073 eV


Formula: C7H18AlI2NO3P2
Source: the Open Molecules 2025 dataset
Level of theory: ωB97M-V with the def2-TZVPD basis set

Structure (XYZ):
```
34
Properties=species:S:1:pos:R:3:forces:R:3:lowdin_charge:R:1
I -2.712610 -3.726687 0.443005 1.4 -0.1 0.4 0.1724
I -0.070931 -3.878608 1.404658 -1.3 0.3 -0.5 0.1338
Al 0.026014 0.305885 -0.156441 -0.2 1.9 -1.0 0.1641
P 1.113140 -0.934964 -1.819368 0.5 -1.0 -2.1 0.7924
C 2.894297 -1.293972 -1.663861 0.0 0.2 0.8 -0.2054
C 0.359719 -2.487019 -2.391926 -0.3 -0.1 0.3 -0.2315
H 0.873628 -2.825787 -3.304731 -0.1 0.2 0.3 0.0819
H 1.542170 -0.345864 -4.129999 -0.1 0.0 0.3 0.0820
H -0.705056 -2.319701 -2.604150 0.3 -0.1 0.0 0.0631
H 0.047277 0.440932 -3.505090 0.3 0.0 0.0 0.0689
H 3.069207 -2.026994 -0.866309 0.1 0.1 -0.2 0.0651
H 0.433377 -3.260358 -1.613768 0.0 0.2 -0.3 -0.0028
C 1.082930 0.165507 -3.273885 -0.2 0.2 0.2 -0.2140
H 3.286234 -1.684497 -2.616376 -0.3 0.1 0.3 0.0876
H 1.648574 1.078612 -3.047945 -0.2 -0.2 -0.1 0.0640
H 3.419600 -0.360964 -1.414176 0.0 -0.3 -0.1 0.0685
P -1.256424 0.850432 1.734925 -1.8 0.7 1.4 0.8024
C -0.424264 1.202961 3.319576 0.7 -0.3 -0.3 -0.2064
C -1.993347 2.472148 1.336685 0.1 -0.1 -0.4 -0.2121
H -3.287611 -0.385117 1.277660 0.1 0.1 0.3 0.0475
H -3.281424 0.299647 2.942222 0.3 -0.1 -0.3 0.0812
H -2.336158 -1.176688 2.547827 -0.1 0.3 0.0 0.0250
C -2.675600 -0.202303 2.171870 0.0 -0.3 -0.2 -0.2437
H -2.556555 2.393954 0.399502 0.1 0.1 0.2 0.0691
H -2.655747 2.776146 2.157804 0.2 -0.2 -0.2 0.0820
H -1.136760 1.642199 4.035453 0.1 -0.2 -0.4 0.0872
H 0.389939 1.918242 3.135418 -0.2 -0.1 0.2 0.0676
H -1.202442 3.222763 1.204202 -0.3 -0.2 0.0 0.0606
H -0.000535 0.282701 3.741507 -0.1 0.2 0.0 0.0671
C 1.686650 -0.032209 1.129418 4.1 0.4 2.5 -0.0122
O 2.649774 -0.003727 1.750485 -3.4 -0.3 -2.1 0.2464
O 1.155685 3.573057 -0.702506 -0.7 -3.8 0.7 0.1334
N 0.931147 2.420327 -0.477888 -1.4 2.9 -1.8 -0.0640
O -0.313899 1.899945 -1.143798 2.5 -0.8 2.1 -0.2211
```
Positions in Å, forces in eV/Å.

Summary:
gap between HOMO and LUMO: 7.1512 eV
net charge: +2
HOMO energy: -15.47 eV
lowest unoccupied orbital energy: -8.3204 eV


Formula: C7H18AsN4O3S3W
Source: the Open Molecules 2025 dataset
Level of theory: ωB97M-V with the def2-TZVPD basis set

Structure (XYZ):
```
37
Properties=species:S:1:pos:R:3:forces:R:3:lowdin_charge:R:1
W -1.314278 -0.132999 1.129102 0.2 0.0 -0.1 0.8868
C 2.192353 1.397389 5.082685 0.0 0.0 0.0 0.0421
C 2.196404 0.295616 4.096591 0.0 -0.1 0.0 -0.2429
N 3.097580 -0.625757 3.951162 0.0 0.1 0.0 0.2080
N 2.683825 -1.413537 2.921777 0.0 0.0 0.0 0.1179
C 1.536372 -1.014681 2.421516 0.1 -0.1 0.0 -0.6019
S 0.558193 -1.632100 1.128548 -0.1 0.1 0.0 0.7259
N 1.195662 0.056249 3.145413 0.0 0.1 0.0 -0.0552
N 0.013647 0.742949 2.834427 0.0 0.1 -0.1 0.0356
H 3.094405 1.314292 5.685732 0.0 0.0 0.0 0.1182
H 1.327734 1.331292 5.746410 0.0 0.0 0.0 0.1080
H 2.196140 2.370773 4.587985 0.0 0.0 0.0 0.1083
H 3.259820 -2.201887 2.642467 0.0 0.0 0.0 0.2051
H -0.551792 0.839279 3.681509 0.0 0.0 0.0 0.1447
H 0.249446 1.690389 2.518399 0.0 0.0 0.0 0.1470
C -1.749374 -4.003995 0.391770 0.1 0.1 0.0 -0.2289
As -1.944789 -2.276514 -0.431468 -0.1 0.1 0.1 0.9916
C -0.897112 -2.216916 -2.039579 0.0 0.0 0.0 -0.2126
C -3.799242 -2.082940 -0.903983 0.0 0.0 0.0 -0.2139
S -2.831543 -0.737916 2.394522 -0.1 0.1 0.0 0.4552
H -2.195640 -4.718121 -0.302668 0.0 0.0 0.0 0.0717
H -2.278510 -4.036390 1.341828 0.0 0.0 0.0 0.0548
H -0.699135 -4.245966 0.533512 0.0 0.0 0.0 0.0351
H -1.298299 -3.000433 -2.685754 0.0 0.0 0.0 0.0730
H 0.150881 -2.425531 -1.834407 0.0 0.0 0.0 0.0448
H -1.010743 -1.250020 -2.524280 0.0 0.0 0.0 0.0523
H -4.015048 -2.879858 -1.617861 0.0 0.0 0.0 0.0727
H -3.974257 -1.118132 -1.370097 0.0 0.0 0.0 0.0443
H -4.423727 -2.210770 -0.022057 0.0 0.0 0.0 0.0512
C -3.214799 2.956589 -0.557302 0.0 0.0 0.0 -0.0612
S -1.760742 1.998190 -0.599243 0.4 -0.2 -0.3 0.6382
O -0.831678 2.388312 -1.584687 -0.4 0.0 0.4 -0.1447
O -2.123863 0.486562 -0.652975 0.0 -0.1 0.0 -0.5409
O -1.185716 1.886589 0.840466 0.0 0.0 0.1 -0.4638
H -3.653928 2.885756 -1.555698 0.0 0.0 0.0 0.1165
H -2.897166 3.985075 -0.366759 0.0 0.0 0.0 0.1170
H -3.888380 2.588063 0.213698 0.0 0.0 0.0 0.1001
```
Positions in Å, forces in eV/Å.

Summary:
energy relative to the best compared isomer or geometry (same formula, charge and spin): 0.0 kcal per mole
gap between HOMO and LUMO: 7.7854 eV
net charge: +3
HOMO energy: -19.92 eV
lowest unoccupied orbital energy: -12.1374 eV


Formula: C7H18BNO4P
Source: the Open Molecules 2025 dataset
Level of theory: ωB97M-V with the def2-TZVPD basis set

Structure (XYZ):
```
32
Properties=species:S:1:pos:R:3:forces:R:3:lowdin_charge:R:1
C -2.324542 -2.939068 -2.318387 0.3 0.2 -0.4 -0.0742
C -0.891491 -3.320028 -1.940305 -0.3 -0.3 -0.1 -0.2952
O -0.579185 -3.176718 -0.586535 -0.1 0.0 0.2 -0.1524
C -0.602239 -1.822503 -0.117268 0.5 0.0 0.4 -0.2695
C 0.738574 -1.314910 0.376695 0.3 0.7 -0.2 -0.1896
B 0.844255 0.334885 0.233219 -0.7 -0.5 0.6 -0.7107
C 1.656021 1.056170 1.460259 0.1 -0.5 -0.4 -0.1671
O 0.715583 1.450696 2.530184 -0.2 1.0 -0.2 -0.0539
C 0.873953 2.690470 3.013539 1.6 0.2 0.7 -0.5443
C -0.399384 3.488584 3.106852 -0.1 -0.2 0.2 0.0057
O 1.943560 3.169627 3.397970 -1.4 -0.8 -0.8 0.0521
P 1.662740 0.865519 -1.452888 0.7 0.3 -0.2 0.7941
N 1.066829 2.530232 -1.646753 0.0 -0.3 0.1 -0.2405
O 0.720084 0.132719 -2.661749 0.0 0.1 0.1 -0.3838
H -2.735584 -2.186349 -1.659930 -0.1 0.1 0.2 0.0655
H -2.976259 -3.803293 -2.347146 -0.2 -0.2 0.2 0.0603
H -2.320157 -2.505050 -3.314500 -0.1 0.0 -0.2 0.0681
H -0.179604 -2.797737 -2.583428 0.2 0.3 0.0 0.1064
H -0.764789 -4.375493 -2.162206 0.2 -0.2 0.0 0.1077
H -1.299678 -1.784022 0.715258 -0.3 0.1 0.1 0.1205
H -0.978128 -1.135723 -0.872231 -0.2 -0.1 -0.3 0.0825
H 0.878393 -1.556450 1.427176 0.0 -0.3 0.2 0.0820
H 1.551259 -1.800473 -0.167408 0.1 -0.2 -0.1 0.0858
H -0.311299 0.768002 0.274252 0.0 0.2 -0.2 0.0850
H 2.185567 1.940864 1.113365 0.1 0.3 0.2 0.0813
H 2.398674 0.414965 1.926326 0.2 -0.1 0.1 0.0961
H -0.856585 3.312291 4.075939 -0.1 -0.1 0.2 0.0792
H -0.158126 4.539364 3.050790 0.1 0.3 0.0 0.0751
H -1.124153 3.220038 2.349350 0.0 -0.1 -0.2 0.0770
H 0.717249 2.792740 -0.728064 -0.1 0.1 0.0 -0.0145
H 0.231509 2.455121 -2.221520 -0.1 0.0 -0.1 -0.0009
H 0.316950 -0.644474 -2.270859 -0.3 -0.1 0.0 -0.0276
```
Positions in Å, forces in eV/Å.

Summary:
gap between HOMO and LUMO: 6.7114 eV
net charge: -1
HOMO energy: -3.44 eV
lowest unoccupied orbital energy: 3.2761 eV